Entry 1:
This record from OMol25 describes a 18-piece molecular cluster, C15H66O18 overall in a non-equilibrium geometry. The level of theory is the ωB97M-V functional and the def2-TZVPD basis.

The geometry in ORCA input format:
```
! wB97M-V def2-TZVPD RIJCOSX def2/J DEFGRID3
* xyz 0 1
O -4.2529 -0.9156 2.8859
H -3.8361 -0.0873 3.1235
H -4.1636 -0.9649 1.9341
O -1.9746 -3.7540 -0.3774
H -1.5358 -3.2453 0.3044
H -2.6382 -4.2606 0.0907
O -1.7643 -1.7306 3.3804
H -1.5307 -1.4469 4.2642
H -2.6876 -1.4952 3.2890
O -1.7129 3.5950 -0.4626
H -1.3884 3.6300 0.4372
H -2.3886 4.2720 -0.5005
O 1.9099 2.8522 -0.4231
H 1.4052 3.6193 -0.6934
H 1.2507 2.1801 -0.2496
O 1.1745 -4.6963 1.6344
H 1.1786 -4.4959 0.6984
H 1.2375 -3.8427 2.0629
O 0.3469 -3.5547 4.4177
H 0.4467 -3.0991 5.2536
H -0.1896 -2.9665 3.8863
O -3.1982 1.5137 3.7098
H -3.5855 2.3889 3.7275
H -2.2879 1.6487 3.9731
O -3.4192 1.8316 -1.5583
H -4.1000 2.4805 -1.7365
H -2.8080 2.2794 -0.9734
O -0.7206 -4.3896 -2.6340
H -0.6909 -3.5337 -3.0615
H -1.2118 -4.2377 -1.8266
O -2.1989 -1.0668 -2.6966
H -2.5941 -1.8197 -2.2570
H -1.6551 -0.6551 -2.0250
O 1.4924 0.1815 -3.9915
H 2.0839 -0.4845 -4.3422
H 2.0460 0.7205 -3.4265
O 3.1062 -3.9997 -0.9109
H 3.3040 -3.0931 -1.1458
H 3.7730 -4.5159 -1.3638
C 4.8948 -1.2142 0.6505
C 4.9430 -0.5782 -0.7629
C 6.3292 -0.2213 -1.2681
O 4.5238 -1.5080 -1.6703
H 5.4996 -2.1210 0.6500
H 3.8304 -1.3674 0.8288
H 5.2840 -0.4438 1.3162
H 4.2594 0.2686 -0.8246
H 6.9420 -0.9998 -1.7227
H 6.8308 0.3976 -0.5242
H 6.1957 0.4977 -2.0763
H 5.2707 -2.1031 -1.7685
C -0.3299 4.5883 -4.5454
C 0.2293 3.3289 -3.9728
C -0.8621 2.4046 -3.3802
O 0.8975 2.5598 -4.8988
H -1.2104 4.4023 -5.1604
H 0.3381 5.0808 -5.2521
H -0.7222 5.2732 -3.7937
H 0.9334 3.4989 -3.1583
H -1.6509 2.9202 -2.8324
H -0.4147 1.8341 -2.5663
H -1.4936 1.8793 -4.0968
H 0.8687 1.6519 -4.5883
C 0.7756 -1.3292 -0.7028
C 0.2598 -0.8642 0.6429
C -1.0679 -0.0498 0.6240
O -0.0530 -2.0774 1.3038
H 0.0401 -1.9171 -1.2518
H 1.6878 -1.9217 -0.6324
H 1.1960 -0.5588 -1.3491
H 1.0426 -0.4686 1.2901
H -1.4990 0.0251 1.6224
H -1.9101 -0.4308 0.0463
H -0.8918 0.9334 0.1878
H -0.6425 -1.8917 2.0383
C 2.7113 3.6881 4.2820
C 3.8785 2.7134 4.1146
C 3.4151 1.2887 3.8757
O 4.5606 2.9596 2.9301
H 2.2611 3.6213 5.2725
H 1.8750 3.5743 3.5924
H 3.0258 4.7311 4.2454
H 4.5528 2.7919 4.9673
H 2.8570 1.1159 2.9556
H 2.7240 1.0548 4.6856
H 4.2273 0.5774 4.0255
H 5.0240 3.7872 3.0779
C -6.4526 -1.7413 0.3470
C -5.1928 -1.6921 -0.5855
C -5.5635 -1.1276 -1.9475
O -4.2671 -0.6985 -0.1611
H -6.1130 -1.9656 1.3582
H -7.1589 -2.4900 -0.0119
H -6.9558 -0.7898 0.5188
H -4.6852 -2.6559 -0.6229
H -6.2169 -1.8993 -2.3546
H -4.7391 -1.0318 -2.6541
H -6.0805 -0.1681 -1.9523
H -4.2334 0.0364 -0.7779
*
```

HOMO: -9.37 eV
LUMO: -0.8 eV
Frontier orbital gap: 8.5 eV
ΔE to the lowest compared entry with this formula, charge and spin: 1.840 eV


Entry 2:
This record from OMol25 describes a 29-piece molecular cluster, C15H73N3O31 overall in a non-equilibrium geometry. The level of theory is the ωB97M-V functional and the def2-TZVPD basis.

The geometry in ORCA input format:
```
! wB97M-V def2-TZVPD RIJCOSX def2/J DEFGRID3
* xyz 0 1
N -1.1714 2.8631 1.9925
C -1.3810 1.8930 2.7760
N -0.5748 1.5519 3.8755
N -2.5313 1.0620 2.6988
C -3.0563 0.8625 1.3366
C -3.0152 -0.6155 0.9265
C -3.1630 -0.8257 -0.5661
C -1.8778 -0.4580 -1.3152
C -0.7412 -1.2961 -0.7957
C -0.5674 -2.6295 -1.1540
C 0.4749 -3.4047 -0.6286
C 1.3574 -2.8267 0.2684
C 1.2081 -1.4841 0.6510
C 0.1708 -0.7188 0.1159
O 0.0142 0.5695 0.5321
C 2.1859 -0.9487 1.6301
O 2.6067 0.1817 1.6256
C 2.6711 -1.9475 2.6189
C 2.8183 -3.2172 2.2478
C 2.4577 -3.6035 0.8683
O 3.0445 -4.4857 0.2822
H -0.3043 3.3435 2.2077
H 0.3256 2.0099 3.8264
H -0.4050 0.5519 3.9288
H -3.2322 1.4790 3.2996
H -4.1154 1.1173 1.3542
H -2.6003 1.5146 0.6067
H -3.8348 -1.0922 1.4619
H -2.1046 -1.0836 1.2843
H -3.3978 -1.8713 -0.7655
H -4.0041 -0.2545 -0.9575
H -1.6607 0.5848 -1.1422
H -1.9738 -0.6347 -2.3845
H -1.2590 -3.1076 -1.8307
H 0.5884 -4.4395 -0.8969
H 0.3491 1.2033 -0.1150
H 2.8949 -1.6043 3.6169
H 3.1940 -3.9658 2.9266
O -0.9698 -1.7618 3.5179
H -0.3912 -2.0680 2.8088
H -1.4208 -0.9847 3.1543
O -2.3247 2.9765 -1.3934
H -1.9673 3.6061 -0.7555
H -1.9245 3.2413 -2.2269
O 4.4455 -6.2127 -1.7009
H 3.9364 -6.9294 -2.0957
H 3.8548 -5.8003 -1.0582
O -2.9235 0.3283 6.0494
H -2.5691 0.9704 6.6732
H -2.5528 0.6018 5.2018
O -2.1991 6.0547 -1.7655
H -2.4512 5.8785 -2.6798
H -3.0409 6.1230 -1.3025
O 1.1698 -5.8457 -2.7478
H 1.9722 -5.4250 -2.4178
H 1.0545 -6.6366 -2.1980
O -1.5462 -1.5529 8.4580
H -1.0230 -2.1329 7.8961
H -1.8448 -0.8636 7.8560
O -0.6424 7.3217 0.7877
H 0.1846 7.5899 0.3686
H -1.1174 6.8160 0.1206
O 1.3680 9.3015 0.3679
H 2.3290 9.3426 0.2729
H 1.1028 10.2030 0.5788
O 0.9650 3.0687 -1.4552
H 1.9212 3.1217 -1.5499
H 0.7193 3.9649 -1.2039
O 1.1802 11.8442 2.0955
H 2.0014 12.2218 2.4241
H 1.0473 11.0534 2.6315
O -3.4826 6.0173 -4.8489
H -2.9245 5.7101 -5.5716
H -3.8843 6.8274 -5.1847
O 4.2791 9.6362 0.9196
H 4.6562 10.5141 1.0311
H 4.9049 9.0429 1.3463
O -5.7959 4.3883 -6.6660
H -5.3703 4.9914 -6.0433
H -5.0694 3.8771 -7.0366
O 5.6256 0.4127 2.1957
H 4.7444 0.6819 1.9074
H 5.7401 -0.4611 1.8101
O 5.6602 -4.8311 -3.8748
H 5.3052 -5.2878 -3.0948
H 6.5765 -5.1181 -3.9283
O -2.3088 -4.9607 -0.4583
H -2.6413 -5.6742 0.0965
H -1.5388 -5.3401 -0.8953
O 4.5545 -5.1735 -6.9588
H 5.3122 -5.4439 -7.4863
H 4.9404 -4.7268 -6.1954
O 2.3920 -7.7768 -6.9224
H 2.9228 -7.0013 -6.7063
H 2.5134 -7.8903 -7.8692
O 2.9522 -6.3227 3.1678
H 3.6527 -6.9781 3.2474
H 3.1151 -5.9197 2.3057
O 3.0429 4.3331 -0.0130
H 2.6172 3.8688 0.7165
H 3.9391 3.9804 -0.0295
O -4.8303 -2.2865 5.1375
H -4.5019 -1.3887 5.2744
H -4.1673 -2.8377 5.5691
O -6.6752 7.1685 -7.8959
H -6.1543 6.3718 -7.7389
H -7.4488 6.8501 -8.3697
O -6.9646 -0.1764 5.5560
H -6.3894 -0.9402 5.6912
H -7.7154 -0.5320 5.0724
O -1.8222 -4.2232 6.9403
H -2.2191 -4.6632 7.6991
H -0.9308 -4.5833 6.8917
O 4.4869 -1.8830 -5.2039
H 5.0869 -2.6301 -5.0877
H 3.7145 -2.2647 -5.6359
O 0.1197 -8.3811 -2.0630
H -0.7508 -8.1261 -2.3872
H 0.2680 -9.2545 -2.4382
O 4.0202 -1.9790 -2.1186
H 4.5458 -1.2029 -1.9049
H 4.1635 -2.1024 -3.0683
*
```

HOMO: -9.19 eV
LUMO: -1.1 eV
Frontier orbital gap: 8.0 eV


Entry 3:
This record from OMol25 describes a 13-piece molecular cluster, C15H7B3Cl48O5 overall in a non-equilibrium geometry. The level of theory is the ωB97M-V functional and the def2-TZVPD basis.

The geometry in ORCA input format:
```
! wB97M-V def2-TZVPD RIJCOSX def2/J DEFGRID3
* xyz 0 1
O 0.1486 5.1858 -2.2634
C -0.6693 4.3583 -2.9663
O -0.2209 3.8278 -4.2632
C -1.0998 2.7510 -4.7591
C -0.4004 1.2470 -4.5753
B -0.6835 0.6784 -3.0584
O 0.3779 -0.2033 -2.4563
B 0.9328 0.6745 -1.3659
O -0.0461 1.0076 -0.2791
B -1.3353 1.4761 -0.8810
O -1.8500 0.9779 -2.2054
H -1.7103 4.0416 -2.4770
H -1.1761 2.9134 -5.9387
H -2.1875 2.7773 -4.3027
H -0.7154 0.5026 -5.4269
H 0.7727 1.4454 -4.6654
H 2.0413 1.1102 -1.3910
H -1.9281 2.2828 -0.2353
C 2.3601 7.9660 -3.0892
Cl 0.8899 8.9645 -3.2162
Cl 2.5912 7.4619 -1.3960
Cl 2.1890 6.5230 -4.1203
Cl 3.7702 8.9145 -3.6243
C -2.6520 -0.1258 2.5676
Cl -3.1179 1.4452 1.8681
Cl -4.0539 -0.8447 3.3996
Cl -2.1089 -1.2171 1.2680
Cl -1.3272 0.1132 3.7347
C -2.1557 -4.4429 3.4678
Cl -0.4541 -4.2684 2.9691
Cl -3.2188 -4.1243 2.0740
Cl -2.4340 -6.1001 4.0604
Cl -2.5159 -3.2790 4.7678
C 1.3808 2.8223 5.4721
Cl 3.0824 2.9968 4.9734
Cl 0.3177 3.1409 4.0783
Cl 1.1025 1.1651 6.0647
Cl 1.0206 3.9862 6.7721
C 6.9221 10.0143 -1.1278
Cl 6.9920 10.4554 -2.8526
Cl 5.5224 8.9492 -0.8434
Cl 8.4190 9.1624 -0.6714
Cl 6.7550 11.4901 -0.1437
C -3.9005 -2.0718 -2.7442
Cl -4.7483 -1.3378 -1.3596
Cl -4.6992 -3.6018 -3.1864
Cl -3.9493 -0.9540 -4.1310
Cl -2.2053 -2.3934 -2.3001
C -0.9697 -6.5463 -2.1946
Cl -1.8174 -5.8123 -0.8100
Cl -1.7684 -8.0764 -2.6368
Cl -1.0185 -5.4286 -3.5814
Cl 0.7255 -6.8679 -1.7505
C 4.5215 -0.5058 0.4316
Cl 3.3518 -1.8494 0.4639
Cl 4.2543 0.5484 1.8430
Cl 6.1783 -1.1592 0.4837
Cl 4.3017 0.4372 -1.0640
C -2.2596 -10.8580 0.4743
Cl -2.1288 -12.0711 1.7727
Cl -3.5651 -11.3243 -0.6449
Cl -2.6265 -9.2654 1.1841
Cl -0.7180 -10.7710 -0.4148
C 1.6902 8.2102 -8.0270
Cl 3.0469 9.2324 -8.5648
Cl 0.3626 8.3144 -9.2107
Cl 2.2365 6.5194 -7.8946
Cl 1.1149 8.7747 -6.4380
C -2.0907 -9.1634 6.6613
Cl -2.3769 -8.8427 4.9321
Cl -1.0776 -7.8676 7.3460
Cl -3.6501 -9.2154 7.5217
Cl -1.2584 -10.7280 6.8453
C -0.8966 -2.7096 8.8103
Cl -0.9612 -1.7775 7.2932
Cl -2.4037 -2.4579 9.7267
Cl -0.7117 -4.4418 8.4357
Cl 0.4901 -2.1616 9.7855
*
```

HOMO: -10.56 eV
LUMO: -0.1 eV
Frontier orbital gap: 10.4 eV


Entry 4:
This record from OMol25 describes C15H7BrI2N2O3Pd as an isolated structure. The level of theory is the ωB97M-V functional and the def2-TZVPD basis.

The geometry in ORCA input format:
```
! wB97M-V def2-TZVPD RIJCOSX def2/J DEFGRID3
* xyz 0 3
Pd 0.7826 -0.3107 -1.1386
Br -2.2969 1.3891 -0.9060
C -0.9038 2.3013 -1.7908
C -1.1402 3.5321 -2.3684
C -0.0805 4.1605 -3.0075
C 1.1613 3.5537 -3.0447
C 1.3078 2.3237 -2.4373
N 0.2864 1.7139 -1.8277
C 2.6360 1.5828 -2.4154
O 3.5834 2.1056 -2.9630
O 2.6203 0.4827 -1.7441
H -2.1218 3.9790 -2.3183
H -0.2341 5.1259 -3.4729
H 2.0204 3.9964 -3.5277
I -1.9222 -4.7687 -1.3452
C -1.3196 -3.6593 0.3049
C -1.6442 -4.1010 1.6025
C -1.2615 -3.3925 2.7070
I -1.7834 -4.1254 4.5930
C -0.5263 -2.1904 2.5602
C -0.0660 -1.3738 3.6181
C 0.6415 -0.2359 3.3547
C 0.8998 0.1142 2.0207
N 0.4875 -0.6206 1.0183
C -0.2162 -1.7652 1.2521
C -0.6062 -2.4979 0.0904
O -0.2806 -2.0447 -1.0954
H -2.2050 -5.0183 1.7175
H -0.2786 -1.6633 4.6388
H 1.0038 0.3969 4.1530
H 1.4562 1.0096 1.7721
*
```

HOMO (spin up / spin down): -8.01 / -8.07 eV
LUMO (spin up / spin down): -0.5 / -1.6 eV
Expectation value of S²: 2.007
Frontier orbital gap (spin up / spin down): 7.5 / 6.5 eV


Entry 5:
This record from OMol25 describes C15H7ClCo2O7 as an isolated structure in a non-equilibrium geometry. The level of theory is the ωB97M-V functional and the def2-TZVPD basis.

The geometry in ORCA input format:
```
! wB97M-V def2-TZVPD RIJCOSX def2/J DEFGRID3
* xyz -2 1
Cl 2.9960 0.1193 2.2457
C 1.3142 0.1162 1.9727
C 0.6126 -1.1021 1.8898
C -0.7595 -1.1167 1.7761
C -1.5429 0.1157 1.8177
O -2.7885 0.1295 1.9441
C -0.7564 1.3452 1.7536
C 0.6140 1.3336 1.8700
H 1.1694 -2.0350 1.9169
H -1.3073 -2.0547 1.7021
H -1.3082 2.2794 1.6688
H 1.1656 2.2692 1.8855
O -3.0430 -0.2636 -4.5536
C -4.0771 0.2353 -4.3885
Co -5.6339 0.8861 -3.9221
C -5.2028 2.4972 -3.3587
O -4.9052 3.5368 -2.9440
C -6.6066 0.9733 -5.3747
O -7.2241 1.0341 -6.3541
C -6.1902 -0.4243 -2.4949
C -5.6858 -0.2786 -1.1843
C -4.6606 -0.6180 -0.3980
Co -7.2023 0.5811 -1.4439
C -6.9124 2.1908 -0.6543
O -6.8285 3.2059 -0.1135
C -8.2406 -0.1378 -0.1683
O -8.9600 -0.4898 0.6625
C -8.4310 1.0903 -2.6263
O -9.2918 1.5013 -3.2770
H -6.4009 -1.3841 -2.9825
H -4.7245 -0.5565 0.6819
H -3.7246 -0.9586 -0.8398
*
```

HOMO: -0.94 eV
LUMO: 4.6 eV
Frontier orbital gap: 5.6 eV
ΔE to the lowest compared entry with this formula, charge and spin: 0.000 eV


Entry 6:
This record from OMol25 describes a 2-piece molecular cluster, C15H7N6O6 overall in a non-equilibrium geometry. The level of theory is the ωB97M-V functional and the def2-TZVPD basis.

The geometry in ORCA input format:
```
! wB97M-V def2-TZVPD RIJCOSX def2/J DEFGRID3
* xyz -1 1
N -2.2214 4.4395 2.8027
C -2.3517 3.4774 2.1535
C -2.4911 2.2902 1.3712
C -2.7834 2.2381 0.0029
C -2.9517 0.9844 -0.6530
N -3.2641 0.9801 -2.0437
O -3.4657 2.0753 -2.6180
O -3.3102 -0.1198 -2.6463
C -2.8269 -0.2360 0.0486
C -2.5820 -0.1607 1.4062
N -2.5857 -1.1634 2.3911
O -2.7669 -2.3706 2.3596
O -2.4124 -0.4680 3.6328
N -2.2599 0.9070 3.4242
C -2.3918 1.0508 2.0865
H -2.8721 3.1564 -0.5751
H -3.0477 -1.1994 -0.3979
C -0.8828 -1.8073 -1.0118
N 0.0517 -0.8205 -0.7699
O -0.0528 0.2979 -1.3629
O 1.0112 -1.0172 0.0267
C -0.7142 -3.1415 -0.5316
C 0.4886 -3.5536 0.0949
C 0.6260 -4.8249 0.6136
C -0.4029 -5.7682 0.4709
C -0.2270 -7.1090 0.9747
N -0.0835 -8.1935 1.3916
C -1.6086 -5.3889 -0.1519
C -1.7555 -4.1107 -0.6614
H -1.6885 -1.5772 -1.7094
H 1.2874 -2.8275 0.1964
H 1.5546 -5.0859 1.1343
H -2.4211 -6.1150 -0.2287
H -2.6763 -3.8104 -1.1605
*
```

HOMO: -4.55 eV
LUMO: 0.3 eV
Frontier orbital gap: 4.8 eV
ΔE to the lowest compared entry with this formula, charge and spin: 0.060 eV


Here are the calculated calculated total energy numbers, same order: -1965.32862 -3112.07027 -23115.68418 -4208.33461 -4328.13831 -1355.49678 (Ha).